{"formula": "C7H4O", "method": "ωB97M-V/def2-TZVPD", "de_lowest_kcal_mol": 29.66, "gap_ev": [8.3, 8.5], "lumo_energy_ev": [-0.26, -0.11], "species": ["C", "C", "C", "C", "C", "C", "C", "O", "H", "H", "H", "H"], "coordinates": [[-1.226, -0.964, 0.430], [0.165, -0.751, 0.385], [-1.927, 0.076, -0.142], [0.121, 1.675, -0.296], [0.661, 0.438, -0.010], [-1.170, 1.227, -0.388], [3.219, 0.041, -0.509], [3.379, -0.922, 0.078], [-1.694, -1.981, 0.838], [0.897, -1.607, 0.599], [-3.072, 0.231, -0.123], [0.647, 2.538, -0.861]]}